[1]
ORCA calculation (the ωB97M-V functional and the def2-TZVPD basis) on C41H33CrN2O4 as an isolated structure at a distorted geometry.

Element x y z (Å)
1 Cr -5.12277 1.98065 0.51635
2 O -4.08401 -0.86180 0.88821
3 O -7.85214 0.50743 0.37575
4 O -4.99035 0.98532 -2.37343
5 O 0.64185 0.82809 -1.56171
6 N 2.34712 -2.29295 -0.82921
7 N 3.09131 -0.32460 -1.45009
8 C -5.40004 3.09304 2.33572
9 C -3.26210 2.74982 1.16721
10 C 2.00811 -0.94780 -0.86847
11 C 3.67511 3.40591 0.73141
12 C 0.33439 -2.62881 3.62467
13 C 0.37633 -0.41034 1.88112
14 C -0.43183 -1.84013 -2.28010
15 C -0.71149 -1.68894 3.65813
16 C -1.48068 -1.64312 -0.12236
17 C -5.05531 4.07688 0.16025
18 C 3.84227 2.19311 1.43368
19 C 3.63721 -2.45794 -1.32634
20 C 1.44677 -2.42439 2.79147
21 C 0.34624 0.60332 0.77579
22 C 3.15530 1.06221 -1.89482
23 C -6.88050 1.15246 0.48748
24 C -3.76183 3.54126 0.11836
25 C 2.75567 1.28881 1.51431
26 C 1.42460 -1.35476 1.89242
27 C 2.40831 3.74699 0.24989
28 C 4.43591 -3.63726 -1.36838
29 C -2.36827 -3.19952 -1.76170
30 C -0.69877 -0.57246 2.79964
31 C -4.49000 0.26416 0.80210
32 C -0.62662 1.38899 -1.97572
33 C 6.23554 -2.19037 -2.20397
34 C 1.52210 -3.43277 -0.46903
35 C -1.40341 -2.76206 -2.68062
36 C 1.51319 1.56747 0.87651
37 C -5.90011 3.83998 1.25305
38 C 4.09204 -1.26022 -1.69137
39 C -2.02283 1.93931 0.93058
40 C 0.66625 -0.30916 -0.61883
41 C -0.44152 -1.30106 -0.97807
42 C -5.03982 1.48090 -1.29142
43 C -4.10888 2.55391 2.29672
44 C -0.95127 1.29625 0.76870
45 C 1.35306 2.83059 0.31033
46 C 5.77250 -3.43713 -1.83329
47 C -2.38245 -2.66647 -0.46306
48 C 5.42771 -1.03515 -2.14518
49 H -1.48584 1.07883 -1.35313
50 H 2.32535 -1.16103 1.27984
51 H -3.75659 1.95183 3.14042
52 H 4.80794 1.96182 1.96420
53 H 4.54283 4.07296 0.59740
54 H -1.45626 0.22093 2.89435
55 H 7.27385 -2.09108 -2.54966
56 H 4.20034 1.19978 -2.16542
57 H 0.25443 -3.53844 4.23483
58 H -3.11693 -3.03093 0.25922
59 H -6.04400 2.89102 3.19044
60 H -5.43105 4.63070 -0.69230
61 H 0.34710 3.18569 0.10459
62 H 4.06295 -4.57505 -1.06940
63 H -0.47580 2.47491 -1.90089
64 H 6.42877 -4.31515 -1.88236
65 H -3.13106 3.70463 -0.75423
66 H 2.26134 -4.23891 -0.33464
67 H -0.74057 1.05999 -3.01344
68 H -3.09438 -3.97979 -2.08369
69 H -6.93344 4.19895 1.25609
70 H 5.77491 -0.06577 -2.40539
71 H -1.52921 -1.77543 4.39050
72 H 2.84373 0.49873 2.26113
73 H 0.97682 -3.28001 0.48084
74 H 2.33530 -3.07386 2.84958
75 H 2.21513 4.73882 -0.13237
76 H 2.89109 1.71764 -1.06653
77 H -1.37693 -3.13108 -3.71603
78 H 2.52850 1.27237 -2.77367
79 H 0.82890 -3.75461 -1.27730
80 H 0.29869 -1.45124 -2.98558
81 H -1.66779 -1.09488 0.79995

Force components x, y, z for each atom (eV/Å):
0.5424 -1.9802 -1.3245
-2.4696 6.4150 -0.1593
4.3305 2.3420 0.2007
-0.2004 2.6985 5.5310
-0.2729 -1.2347 0.0113
-1.1916 1.6784 -0.1838
-2.0687 -0.4676 0.7090
-0.6613 1.7322 0.9686
2.2406 -0.1296 -0.5994
2.5618 -1.0849 -1.5116
0.4255 -0.4399 0.1530
-0.2022 -0.0835 -0.0944
-0.8209 -1.4861 1.4403
-0.4498 0.1120 0.2914
0.1857 0.4834 -0.2051
-0.4662 -0.4002 0.0884
-0.3433 0.6310 -0.6948
-0.3134 -0.0614 -0.1367
-0.4947 -3.3217 1.0651
-0.4938 0.1841 0.2048
1.6478 -2.0279 0.0527
0.8371 0.3987 -0.1510
-8.1312 -3.4615 0.1776
1.8670 1.4020 0.1050
-0.0234 0.8340 0.4138
0.3985 0.6190 0.7438
0.0401 -0.4256 0.2533
1.7185 2.4526 -1.0523
0.0332 -0.5099 0.0614
1.2853 -0.1897 0.3395
2.9457 -8.1647 0.7023
0.5739 -0.5657 -0.3022
0.1726 2.1658 -0.4337
0.0153 -1.1477 0.2969
0.3274 0.3399 -0.0605
0.9040 0.9806 0.4967
-0.2820 0.9994 1.5382
2.0338 3.0762 -1.0164
3.1090 -1.2249 0.3443
-2.6725 3.0455 -0.8157
-0.2565 -0.0294 -0.3640
0.4115 -3.1289 -7.6421
0.5907 -0.6668 0.9023
-4.2239 2.6764 0.7272
0.3910 0.6913 0.7550
-2.1802 -1.7402 0.9511
0.0595 -0.0292 -0.8935
-0.7228 -2.3119 0.4800
0.5944 0.0158 -0.6646
-0.8718 -0.3827 0.6250
-0.1287 0.1968 -0.4116
-1.2136 0.2583 -0.6912
-0.6726 -0.2421 0.2173
0.3161 -0.6616 -0.1598
-0.5533 -0.0114 0.1933
-0.0996 0.3470 0.0579
0.2163 0.5814 -0.1110
0.2426 0.2961 -0.2937
0.2283 0.0225 -0.1564
0.1202 0.0036 0.0698
0.2243 -0.1640 -0.4826
-0.1624 -0.9598 0.2151
-0.2671 -0.2859 -0.1820
-0.2660 0.4959 -0.0093
-0.2432 -0.0708 0.1290
-0.6531 0.1496 0.2236
-0.4283 0.3306 0.1128
0.6086 0.7185 0.4444
0.4457 -0.1079 -0.0165
0.3392 0.4788 -0.2068
0.4697 -0.1662 -0.4741
0.0251 0.0008 -0.6394
0.3235 -0.0207 -0.7372
-0.6589 0.2437 -0.1055
0.1086 0.0254 -0.1454
0.1721 -0.1107 -0.4710
-0.1550 0.1231 0.5969
0.2755 -0.3591 0.4604
0.5039 0.4908 0.5133
0.0335 -0.2958 -0.0059
0.4188 -0.5844 -0.2591

## Properties
total charge: +2
highest occupied orbital energy (alpha / beta): -12.4 / -13.6 eV
gap between HOMO and LUMO (alpha / beta): 0.245 / 0.207 Eh
spin multiplicity: 4

***

[2]
ORCA calculation (the ωB97M-V functional and the def2-TZVPD basis) on a 2-piece molecular cluster, C9H14 overall at a distorted geometry.

Element x y z (Å)
1 C -1.87072 -1.79954 -0.17345
2 C -1.07796 -3.93080 -1.23545
3 C -0.49998 -0.50632 1.31782
4 C 0.46597 -1.49435 1.23023
5 C -1.69114 -0.68479 0.62558
6 C 1.71194 4.16169 -0.92586
7 C 1.25291 3.99710 0.54736
8 C -0.89575 -2.79232 -0.26949
9 C 0.28231 -2.62833 0.44229
10 H 1.06764 4.99621 0.92175
11 H -1.21319 -3.54881 -2.24452
12 H -2.49997 0.03496 0.68772
13 H 2.78411 4.36296 -0.97862
14 H -2.83678 -1.92766 -0.64504
15 H -1.93143 -4.54634 -0.95432
16 H 1.99468 3.48419 1.15102
17 H 0.37365 3.36061 0.56226
18 H 1.12067 -3.29572 0.33289
19 H 1.43148 3.33469 -1.57676
20 H 1.26316 5.07860 -1.31718
21 H 1.40834 -1.32688 1.74035
22 H -0.24239 -4.62495 -1.27050
23 H -0.39754 0.29576 2.03191

Force components x, y, z for each atom (eV/Å):
-0.2184 -0.1775 0.4202
-0.0923 -0.3105 0.1849
-0.4640 -0.5473 0.3193
0.3212 0.2803 -0.0270
-0.0670 0.0817 -0.1047
0.0466 0.6384 0.4799
0.3305 -0.3594 -1.1808
0.2553 0.0097 -0.4427
0.1222 0.7920 0.0544
-0.2159 -0.0937 0.5123
-0.1907 -0.0225 -0.0820
0.1216 0.0445 0.1028
0.0149 -0.3350 -0.0794
0.0826 -0.0637 -0.2985
-0.2625 0.1014 -0.1449
0.1914 0.1047 0.1172
-0.3704 0.2821 0.2417
-0.0510 -0.4046 -0.0269
0.1812 -0.0368 0.1007
-0.1837 -0.2154 -0.1891
-0.0332 -0.2309 0.0660
0.3007 0.1610 0.1551
0.1808 0.3014 -0.1787

## Properties
energy above the lowest of the compared OMol25 structures with the same formula, charge and spin: 7.2 kcal/mol
highest occupied orbital energy: -9.1 eV
gap between HOMO and LUMO: 0.370 Eh
spin multiplicity: 1

***

[3]
ORCA calculation (the ωB97M-V functional and the def2-TZVPD basis) on C30H27N7O2STc as an isolated structure at a distorted geometry.

Element x y z (Å)
1 Tc 1.11456 -0.13458 -0.02793
2 S -5.33212 1.15497 1.32752
3 O 5.10291 -1.25292 -0.13807
4 O 3.01658 -0.54199 -0.37293
5 N 1.32348 1.67718 -1.13663
6 N 0.75727 -2.14405 0.16498
7 N -0.90888 0.29132 0.39725
8 N 0.93266 0.15493 -2.85536
9 N 1.91985 0.54153 2.12103
10 N -5.91708 4.71511 -1.40447
11 N 0.74156 -0.66354 -1.89394
12 C 1.21776 -2.72612 1.32679
13 C 4.16904 -0.56579 0.17486
14 C -5.55238 2.58668 0.24325
15 C -5.44012 4.91138 -0.19850
16 C 2.23922 -3.66755 3.74255
17 C 0.20119 -3.89803 -3.54540
18 C 4.30834 0.43338 1.36619
19 C 1.27710 1.40081 -2.46995
20 C -6.24277 3.51675 -1.82492
21 C 0.61533 -2.36475 2.54506
22 C 0.55478 -2.80276 -0.98686
23 C 1.96403 3.62258 -3.03347
24 C 2.82318 -4.05027 2.54048
25 C -1.27240 1.23256 1.28530
26 C 1.94518 3.91860 -1.67166
27 C -5.23262 3.85826 0.68625
28 C -3.60843 0.86442 0.94704
29 C 2.32138 -3.59499 1.33756
30 C 1.12429 -2.83771 3.73700
31 C 0.36077 -4.18933 -1.14238
32 C -2.58196 1.54325 1.59165
33 C -3.24893 -0.11688 0.03124
34 C 3.29972 0.11742 2.46307
35 C 0.52009 -1.97945 -2.15715
36 C 0.19183 -4.71365 -2.40215
37 C -1.91383 -0.37190 -0.20786
38 C 1.64216 2.91509 -0.76832
39 C 0.35832 -2.53685 -3.42881
40 C 1.61139 2.35441 -3.43879
41 C -6.07581 2.39111 -1.02401
42 H -5.22381 5.93315 0.08129
43 H -0.28008 -1.75602 2.52095
44 H 2.64906 -4.01449 4.67787
45 H 1.59070 2.05001 -4.46999
46 H 0.38098 -1.88371 -4.28567
47 H 2.79562 -3.86802 0.40461
48 H 3.68279 -4.70022 2.54621
49 H 3.62108 0.61980 3.38450
50 H 2.26103 4.36954 -3.75234
51 H 0.65210 -2.56181 4.66711
52 H -4.01135 -0.68260 -0.47855
53 H -6.65329 3.44244 -2.82282
54 H -1.64185 -1.15374 -0.90362
55 H 1.67053 3.11499 0.29423
56 H 0.32737 -4.82183 -0.26913
57 H -0.47534 1.75684 1.79281
58 H -6.36152 1.41214 -1.37457
59 H 1.30899 0.20988 2.86820
60 H 4.17064 1.44406 0.98157
61 H 2.18249 4.90505 -1.31076
62 H 0.09115 -4.33918 -4.52200
63 H 5.32448 0.33147 1.74811
64 H 0.06137 -5.77693 -2.52838
65 H 1.90992 1.56007 2.17085
66 H -2.79805 2.28431 2.34310
67 H 3.30059 -0.95908 2.65414
68 H -4.86228 4.03528 1.68277

Force components x, y, z for each atom (eV/Å):
1.5758 -0.0472 1.5102
0.2167 0.2680 -0.2082
-0.3504 -0.3011 -0.4416
-2.6559 -0.2486 -1.3439
-0.0339 0.2964 -0.1662
-0.4189 0.5712 0.3542
-0.8380 0.1687 0.1107
-0.4074 -1.3972 -0.5935
-0.5573 -0.0234 -0.7164
-0.2051 1.2132 -0.9221
0.4679 0.7209 -0.9099
0.3450 -0.4372 0.6744
2.4799 1.1279 2.3017
0.0369 -0.4372 0.2503
0.1982 -0.4243 0.5948
0.0084 0.0139 -0.1434
0.0486 0.2726 0.0150
-0.1649 -0.7798 -0.6038
0.3752 1.6265 0.4492
0.0119 -0.7099 0.2596
0.0346 0.0720 -0.1263
-0.0885 -0.1177 -0.9389
0.0594 0.2469 0.5253
0.0234 -0.0330 0.0269
0.0647 0.2837 0.1811
0.0948 -0.0822 -0.4719
-0.0427 0.1430 -0.0762
-0.2624 -0.1129 0.0633
-0.0951 0.0094 -0.1760
-0.1175 0.1104 0.0178
0.0634 0.0024 0.1136
0.1522 -0.1577 -0.0768
0.1667 0.0757 0.0874
0.7296 -0.0447 0.1960
-0.2273 -1.3050 -0.0042
0.0575 0.0545 0.0872
-0.0233 -0.2034 -0.1269
-0.0005 -0.0291 0.2074
-0.0193 0.1286 0.0380
-0.2748 -0.7277 0.3150
-0.0333 0.1251 -0.0866
0.0435 0.0692 0.0672
-0.0155 0.0821 0.0250
0.0284 -0.0643 0.0855
-0.0027 0.0101 -0.2086
-0.0330 -0.0083 -0.1516
0.0736 0.0403 -0.0388
0.1226 -0.0688 -0.0232
-0.2082 -0.1413 -0.0921
-0.0560 0.0887 -0.0864
-0.0732 -0.0153 0.0978
-0.0257 -0.1027 -0.1011
-0.0245 -0.0566 -0.0669
0.0564 0.0270 -0.0148
-0.0449 -0.0008 0.0351
0.0368 -0.0764 0.0781
0.1022 0.0502 -0.0372
-0.0122 -0.1131 0.0071
-0.0219 0.0824 -0.1644
0.0235 0.1951 0.0461
0.0610 0.1074 0.0472
-0.0309 -0.0743 -0.1057
-0.1361 0.0831 0.0187
-0.0603 -0.1116 0.0708
-0.0910 -0.0985 0.0473
0.0090 0.1259 0.0611
-0.1445 0.0690 0.0193
0.0288 -0.0103 0.1384

## Properties
total charge: +2
energy above the lowest of the compared OMol25 structures with the same formula, charge and spin: 26.5 kcal/mol
highest occupied orbital energy (alpha / beta): -13.7 / -13.7 eV
gap between HOMO and LUMO (alpha / beta): 0.220 / 0.189 Eh
spin multiplicity: 4